# ClH3NP

A cluster of 2 separate species, ClH3NP in total (ωB97M-V/def2-TZVPD, the Open Molecules 2025 dataset).

Properties
- Molar mass: 83.458 g mol⁻¹
- Max |F|: 0.025 Eh/bohr
- DFT total energy: -23346.5932 eV
- HOMO energy (spin up / spin down): -9.0 / -8.4 eV
- Kohn-Sham gap (spin up / spin down): 7.9 / 6.7 eV

Geometry as ORCA input:
```
! RIJCOSX wB97M-V def2-TZVPD def2/J DEFGRID3
* xyz 0 1
N -0.07 1.22 -0.37
P -0.26 -1.41 1.34
Cl -0.43 -2.75 -0.19
H 0.30 2.04 0.15
H 0.37 1.09 -1.31
H 0.09 -0.20 0.38
*
```

These are the natural (NBO) partial charges, in e, on atoms 1 to 2: -0.7269, 0.3344

---

# C3H2InLiO3

A structure of composition C3H2InLiO3 (ωB97M-V/def2-TZVPD, the Open Molecules 2025 dataset).

Properties
- Molar mass: 207.805 g mol⁻¹
- <S²>: 0.759
- Max |F|: 0.143 Eh/bohr
- DFT total energy: -14624.7781 eV
- HOMO energy (spin up / spin down): -21.9 / -23.6 eV
- Kohn-Sham gap (spin up / spin down): 5.0 / 6.6 eV

Geometry as ORCA input:
```
! RIJCOSX wB97M-V def2-TZVPD def2/J DEFGRID3
* xyz 3 2
C -1.34 0.32 -0.46
C -0.18 -0.13 0.27
O 0.85 0.75 0.34
C 2.12 0.34 -0.09
O 2.29 -0.84 -0.36
O -2.47 -0.11 -0.29
In 3.82 0.55 0.88
H -0.34 -0.77 1.14
H -0.45 -0.37 -1.21
Li -4.29 0.26 -0.22
*
```

These are the Mulliken partial charges, in e, on atoms 1 to 2: 0.4498, 0.0983

---

In order of appearance, energy above the lowest of the compared OMol25 structures with the same formula, charge and spin = 86.9, 163.4 kcal per mole.